Record 1
This record from the OMol25 dataset describes a structure of composition C14H23N5NiO4PS2Te. The level of theory is ωB97M-V with the def2-TZVPD basis set.

For the HOMO energy, the calculation gives -4.1 eV. As for the energy relative to the best compared isomer or geometry (same formula, charge and spin): 0.0 kcal/mol. The calculation puts the orbital gap at 6.8 eV. The charge is -1. The value obtained for the lowest unoccupied orbital energy is 2.67 eV.

Last column: Löwdin charge in e.
Geometry (Å):
Ni -0.001 1.138 1.236  0.18
N 0.497 2.050 5.326  0.04
C 0.528 1.877 3.958  -0.85
S -0.963 1.538 3.148  0.68
N 1.672 2.005 3.366  0.00
N 1.545 1.894 1.981  -0.11
C 2.592 2.255 1.336  -0.07
C 2.752 2.303 -0.095  -0.15
C 3.980 2.738 -0.610  -0.07
C 4.193 2.899 -1.962  -0.13
C 3.126 2.644 -2.837  -0.13
C 1.911 2.210 -2.366  -0.05
C 1.680 1.988 -0.977  -0.37
O 0.552 1.523 -0.589  -0.11
H -0.229 1.527 5.787  0.07
H 1.403 1.988 5.764  0.08
H 3.430 2.580 1.950  0.12
H 4.777 2.961 0.093  0.10
H 5.149 3.236 -2.337  0.08
H 3.261 2.793 -3.903  0.10
H 1.081 2.020 -3.037  0.11
C 3.469 -0.826 -2.119  -0.08
N 3.038 -1.103 -0.768  -0.05
C 1.751 -1.238 -0.381  -0.91
N 0.824 -1.203 -1.363  0.13
S 1.351 -1.432 1.236  0.62
H 4.557 -0.833 -2.143  0.09
H 3.134 0.155 -2.471  0.05
H 3.107 -1.598 -2.802  0.08
H 3.685 -0.982 -0.009  0.11
H 1.040 -0.661 -2.185  0.09
H -0.134 -1.111 -1.043  0.06
C -1.608 -4.042 -0.145  -0.09
C -2.753 -3.106 -0.468  -0.35
O -2.290 -1.753 -0.482  -0.31
P -2.645 -0.649 0.658  0.12
O -1.539 0.350 0.480  -0.43
Te -3.108 -1.676 2.731  0.36
O -3.930 0.113 0.053  -0.28
C -5.287 -0.261 0.271  -0.33
C -5.822 -1.052 -0.907  -0.08
H -1.973 -5.070 -0.091  0.07
H -1.175 -3.769 0.819  0.05
H -0.826 -3.981 -0.902  0.07
H -3.546 -3.219 0.275  0.04
H -3.166 -3.305 -1.461  0.11
H -5.840 0.672 0.393  0.11
H -5.369 -0.832 1.198  0.02
H -5.712 -0.486 -1.833  0.08
H -6.880 -1.275 -0.755  0.07
H -5.285 -1.995 -1.015  0.06

Atoms 1-3, force components in eV/Å:
-0.02 0.69 -0.42
-0.01 0.00 0.03
-0.10 -0.05 -0.13


Record 2
This record from the OMol25 dataset describes a structure of composition C24H10Cl5MnN6O3. The level of theory is ωB97M-V with the def2-TZVPD basis set.

For the HOMO energy (alpha / beta), the calculation gives -11.4 / -11.4 eV. As for the energy relative to the best compared isomer or geometry (same formula, charge and spin): 0.0 kcal/mol. The calculation puts the orbital gap (alpha / beta) at 6.6 / 5.0 eV. As for the expectation value of S²: 3.77. The charge is +1. The value obtained for the lowest unoccupied orbital energy (alpha / beta) is -4.78 / -6.42 eV. Its spin multiplicity is 4.

Last column: Löwdin charge in e.
Geometry (Å):
Mn -0.576 -0.079 0.175  0.61
O 6.155 -0.232 1.594  0.18
C 5.230 -0.653 2.218  -0.50
O 5.347 -1.276 3.381  0.28
C 3.782 -0.542 1.776  -0.06
C 3.473 0.525 0.946  0.10
C 2.170 0.635 0.491  -0.13
N 1.268 -0.285 0.846  0.04
C 1.536 -1.311 1.650  -0.14
C 2.822 -1.476 2.149  0.10
C 0.354 -2.167 1.924  -0.17
C 0.364 -3.280 2.740  0.03
C -0.825 -3.975 2.927  -0.01
C -1.976 -3.537 2.302  0.00
C -1.912 -2.409 1.492  -0.05
N -0.773 -1.752 1.308  0.02
C 1.607 1.714 -0.356  -0.17
C 2.310 2.824 -0.775  0.04
C 1.639 3.798 -1.506  0.00
C 0.298 3.632 -1.786  0.01
C -0.346 2.485 -1.338  -0.05
N 0.300 1.550 -0.651  0.02
H 4.245 1.230 0.671  0.14
H 3.072 -2.306 2.792  0.13
H 1.273 -3.601 3.227  0.12
H -0.845 -4.849 3.564  0.13
H -2.918 -4.048 2.432  0.12
H -2.778 -2.010 0.981  0.13
H 3.354 2.944 -0.525  0.12
H 2.163 4.684 -1.835  0.13
H -0.261 4.377 -2.332  0.13
H -1.400 2.311 -1.511  0.13
Cl -2.803 -1.360 -6.363  0.72
C -2.620 -0.969 -4.706  -0.70
C -1.460 -1.340 -4.033  -0.70
Cl -0.193 -2.186 -4.820  0.73
C -1.340 -1.008 -2.692  -0.52
Cl 0.093 -1.433 -1.776  0.86
C -2.324 -0.329 -1.980  -0.44
O -2.182 -0.041 -0.694  -0.22
C -3.481 0.047 -2.675  -0.61
Cl -4.689 0.913 -1.819  0.76
C -3.625 -0.275 -4.022  -0.69
Cl -5.046 0.193 -4.851  0.74
N -1.652 5.143 2.286  0.11
C -1.910 4.045 2.529  -0.38
N -2.222 2.783 2.836  0.10
C -1.625 1.886 2.184  -0.28
N -1.075 1.009 1.627  0.09

Atoms 1-3, force components in eV/Å:
0.10 -0.01 -0.14
0.32 0.11 -0.04
-0.64 -0.27 0.31


Record 3
This record from the OMol25 dataset describes a structure of composition C7H9NO in a non-equilibrium geometry. The level of theory is ωB97M-V with the def2-TZVPD basis set.

For the HOMO energy (alpha / beta), the calculation gives -7.7 / -7.7 eV. As for the energy relative to the best compared isomer or geometry (same formula, charge and spin): 159.8 kcal/mol. The calculation puts the orbital gap (alpha / beta) at 6.0 / 6.0 eV. The value obtained for the lowest unoccupied orbital energy (alpha / beta) is -1.71 / -1.71 eV.

Last column: Löwdin charge in e.
Geometry (Å):
C 0.954 0.546 0.065  -0.58
C -1.577 1.054 0.472  -0.05
C -2.427 0.377 -0.671  -0.07
C -0.892 -1.514 0.446  0.08
C -0.472 0.038 0.292  -0.16
C -1.443 -0.636 -0.570  0.01
C 3.086 -0.421 -0.236  -0.17
N 1.701 -0.523 0.169  -0.04
O 1.145 1.722 -0.200  0.03
H -1.346 2.037 0.279  0.09
H -2.147 1.030 1.410  0.14
H -3.441 0.219 -0.481  0.09
H -2.340 1.204 -1.490  0.18
H 0.005 -2.056 0.116  0.12
H -1.306 -1.903 1.340  0.10
H 3.421 0.580 -0.599  0.06
H 3.607 -0.624 0.744  0.08
H 3.469 -1.131 -1.087  0.09

Atoms 1-3, force components in eV/Å:
1.28 -2.54 0.60
-1.31 -2.24 1.13
-0.75 3.11 -1.86


Record 4
This record from the OMol25 dataset describes a structure of composition C36H43CeCl5NPSb in a non-equilibrium geometry. The level of theory is ωB97M-V with the def2-TZVPD basis set.

For the HOMO energy (alpha / beta), the calculation gives -12.5 / -12.5 eV. The calculation puts the orbital gap (alpha / beta) at 6.3 / 6.3 eV. As for the expectation value of S²: 0.75. The charge is +2. The value obtained for the lowest unoccupied orbital energy (alpha / beta) is -6.25 / -6.22 eV. Its spin multiplicity is 2.

Last column: Löwdin charge in e.
Geometry (Å):
Ce 5.165 -19.028 -5.569  0.99
N 7.361 -18.335 -3.804  -0.02
C 7.737 -17.016 -3.277  -0.30
C 9.035 -16.718 -2.861  -0.03
C 9.269 -15.465 -2.371  -0.06
C 8.275 -14.491 -2.243  -0.04
C 6.980 -14.809 -2.625  -0.06
C 6.675 -16.113 -3.094  -0.30
P 4.982 -16.763 -3.291  1.03
C 4.000 -15.282 -3.520  -0.39
C 2.763 -15.089 -2.865  -0.09
C 1.967 -13.999 -3.232  -0.05
C 2.407 -13.106 -4.231  -0.05
C 3.641 -13.308 -4.838  -0.08
C 4.425 -14.373 -4.498  -0.13
C 4.746 -17.325 -1.567  -0.38
C 4.458 -16.442 -0.523  -0.09
C 4.234 -16.916 0.760  -0.05
C 4.340 -18.293 1.037  -0.04
C 4.695 -19.185 0.034  -0.08
C 4.907 -18.705 -1.236  -0.16
H 8.227 -18.716 -4.249  0.05
H 7.039 -18.951 -3.026  0.08
H 9.850 -17.470 -2.906  0.13
H 10.263 -15.178 -2.082  0.11
H 8.509 -13.474 -1.931  0.12
H 6.146 -14.113 -2.528  0.11
H 2.383 -15.849 -2.179  0.10
H 1.014 -13.879 -2.700  0.12
H 1.765 -12.251 -4.441  0.12
H 3.935 -12.629 -5.672  0.13
H 5.441 -14.437 -4.904  0.11
H 4.418 -15.327 -0.698  0.13
H 3.951 -16.208 1.528  0.12
H 4.141 -18.651 2.049  0.12
H 4.812 -20.249 0.232  0.12
H 5.173 -19.446 -2.037  0.09
Cl 4.420 -19.581 -8.177  0.69
C 2.974 -19.616 -6.944  -0.54
C 3.079 -19.261 -5.586  -0.48
C 1.986 -19.220 -4.684  -0.66
Cl 2.264 -18.948 -3.029  0.83
C 0.697 -19.321 -5.207  -0.67
Cl -0.688 -18.945 -4.250  0.75
C 0.570 -19.807 -6.515  -0.64
Cl -0.970 -20.100 -7.191  0.78
C 1.720 -20.061 -7.341  -0.67
Cl 1.662 -20.884 -8.848  0.74
C 7.203 -20.782 -9.852  -0.11
C 7.678 -21.823 -8.808  -0.63
C 6.557 -22.786 -8.297  -0.11
C 8.961 -22.539 -9.167  -0.15
Sb 8.367 -20.659 -6.909  1.54
C 9.638 -18.693 -7.376  -0.62
C 8.493 -17.670 -7.502  -0.14
C 10.338 -19.011 -8.698  -0.12
C 10.572 -18.451 -6.179  -0.11
C 8.964 -22.085 -5.135  -0.66
C 10.011 -21.364 -4.267  -0.11
C 7.628 -22.262 -4.405  -0.15
C 9.477 -23.355 -5.762  -0.14
H 6.297 -21.132 -10.352  0.08
H 8.009 -20.602 -10.578  0.09
H 6.977 -19.798 -9.398  0.02
H 5.958 -23.138 -9.154  0.09
H 5.874 -22.258 -7.637  0.02
H 6.985 -23.657 -7.743  0.08
H 8.963 -23.067 -10.128  0.10
H 9.237 -23.264 -8.383  0.05
H 9.811 -21.825 -9.236  0.07
H 7.770 -17.986 -8.247  0.05
H 8.923 -16.699 -7.865  0.11
H 8.028 -17.475 -6.524  0.05
H 9.598 -19.274 -9.471  0.07
H 11.049 -19.839 -8.586  0.08
H 10.934 -18.126 -9.008  0.10
H 10.131 -18.560 -5.199  0.02
H 11.022 -17.428 -6.188  0.11
H 11.424 -19.168 -6.234  0.09
H 9.648 -20.387 -3.913  0.05
H 10.964 -21.272 -4.837  0.09
H 10.230 -21.993 -3.391  0.10
H 7.226 -21.334 -3.938  0.05
H 7.731 -23.038 -3.636  0.10
H 6.841 -22.608 -5.116  0.07
H 10.326 -23.162 -6.419  0.08
H 8.704 -23.920 -6.344  0.08
H 9.789 -24.088 -5.017  0.09

Atoms 1-3, force components in eV/Å:
5.60 1.20 1.03
0.84 -0.57 -0.13
-1.30 -0.27 0.36


Record 5
This record from the OMol25 dataset describes a structure of composition C34H29AuN5O3. The level of theory is ωB97M-V with the def2-TZVPD basis set.

For the HOMO energy, the calculation gives -10.5 eV. As for the energy relative to the best compared isomer or geometry (same formula, charge and spin): 4.9 kcal/mol. The calculation puts the orbital gap at 7.1 eV. The charge is +1. The value obtained for the lowest unoccupied orbital energy is -3.36 eV.

Last column: Löwdin charge in e.
Geometry (Å):
Au 0.338 0.221 0.359  1.44
C -3.925 -3.656 4.176  -0.04
C -2.917 -2.649 3.693  -0.26
C -2.895 -1.341 4.183  -0.02
C -1.995 -0.418 3.697  0.00
C -1.040 -0.754 2.732  -0.24
N -0.152 0.210 2.257  -0.11
C 0.478 1.137 3.094  -0.24
C 0.926 0.739 4.358  0.00
C 1.586 1.606 5.201  -0.02
C 1.881 2.912 4.804  -0.26
C 2.668 3.845 5.682  -0.04
C 1.461 3.306 3.547  0.02
C 0.748 2.448 2.715  -0.12
N 0.284 2.965 1.465  -0.04
C 0.015 4.247 1.157  -0.02
C -0.358 4.309 -0.166  0.00
C -0.304 2.997 -0.624  -0.06
N 0.081 2.201 0.371  -0.08
C -1.044 -2.069 2.266  -0.11
C -1.991 -2.983 2.722  0.02
N -0.057 -2.542 1.338  -0.03
C 0.331 -3.815 1.134  -0.02
C 1.220 -3.843 0.083  0.00
C 1.345 -2.520 -0.329  -0.07
N 0.568 -1.753 0.436  -0.08
H -4.325 -3.373 5.148  0.08
H -3.481 -4.647 4.264  0.08
H -4.764 -3.731 3.481  0.09
H -3.614 -1.035 4.932  0.12
H -2.011 0.603 4.057  0.13
H 0.738 -0.282 4.667  0.13
H 1.909 1.255 6.173  0.12
H 2.641 3.524 6.721  0.08
H 2.282 4.863 5.628  0.08
H 3.714 3.873 5.370  0.09
H 1.704 4.303 3.202  0.12
H 0.071 5.021 1.902  0.14
H -0.644 5.183 -0.722  0.11
H -0.533 2.590 -1.593  0.11
H -2.015 -3.982 2.306  0.12
H -0.014 -4.613 1.766  0.13
H 1.715 -4.705 -0.326  0.12
H 1.953 -2.084 -1.103  0.13
O -1.312 0.185 -1.656  -0.08
C -0.649 -0.088 -2.901  -0.33
C 0.868 -0.130 -2.602  -0.56
O 1.620 -0.461 -3.482  0.13
O 1.313 0.215 -1.407  -0.18
C -0.954 1.055 -3.866  -0.17
C -0.021 2.027 -4.206  -0.03
C -0.398 3.119 -4.980  -0.06
C -1.707 3.250 -5.416  -0.07
C -2.641 2.273 -5.093  -0.06
C -2.263 1.182 -4.328  -0.03
C -1.067 -1.449 -3.436  -0.16
C -1.602 -2.414 -2.589  -0.04
C -1.931 -3.674 -3.076  -0.08
C -1.713 -3.981 -4.408  -0.08
C -1.170 -3.023 -5.255  -0.05
C -0.850 -1.765 -4.774  -0.01
H -2.256 0.019 -1.769  0.11
H 1.011 1.933 -3.890  0.12
H 0.340 3.864 -5.247  0.11
H -1.998 4.100 -6.018  0.11
H -3.661 2.357 -5.444  0.11
H -2.990 0.408 -4.102  0.13
H -1.760 -2.192 -1.540  0.10
H -2.357 -4.413 -2.410  0.10
H -1.964 -4.962 -4.788  0.11
H -0.993 -3.259 -6.296  0.11
H -0.423 -1.021 -5.433  0.13

Atoms 1-3, force components in eV/Å:
0.68 0.09 0.14
0.01 0.03 -0.05
-0.01 0.07 0.08


Record 6
This record from the OMol25 dataset describes a cluster of 2 separate species, CH6O in total in a non-equilibrium geometry. The level of theory is ωB97M-V with the def2-TZVPD basis set.

For the HOMO energy, the calculation gives -11.5 eV. As for the energy relative to the best compared isomer or geometry (same formula, charge and spin): 1.2 kcal/mol. The calculation puts the orbital gap at 12.4 eV. As for the SMILES: C.O. The value obtained for the lowest unoccupied orbital energy is 0.88 eV.

Last column: Löwdin charge in e.
Geometry (Å):
C 0.991 -0.738 0.309  -0.06
H 0.371 0.130 0.576  -0.01
H 0.837 -1.540 1.045  0.02
H 0.707 -1.098 -0.691  0.02
H 2.051 -0.444 0.304  0.01
O -1.605 1.063 -0.153  -0.09
H -1.292 1.946 -0.453  0.06
H -2.060 0.681 -0.937  0.06

Atoms 1-3, force components in eV/Å:
0.09 0.10 0.11
0.26 -0.48 -0.15
0.08 0.27 -0.27